# 1
{"formula": "C46H64CrGeN4P2S3", "method": "ωB97M-V/def2-TZVPD", "elements": ["Cr", "C", "S", "C", "C", "C", "N", "P", "C", "C", "C", "C", "C", "C", "C", "C", "C", "C", "C", "C", "P", "C", "C", "C", "C", "C", "C", "C", "C", "C", "C", "C", "C", "H", "H", "H", "H", "H", "H", "H", "H", "H", "H", "H", "H", "H", "H", "H", "H", "H", "H", "H", "H", "H", "H", "H", "H", "H", "H", "H", "H", "H", "S", "C", "C", "C", "C", "C", "N", "H", "H", "H", "H", "C", "C", "C", "C", "N", "C", "S", "N", "C", "C", "C", "C", "H", "H", "H", "H", "H", "H", "H", "H", "H", "H", "H", "H", "H", "H", "H", "H", "H", "H", "H", "H", "C", "Ge", "C", "C", "C", "H", "H", "H", "H", "H", "H", "H", "H", "H", "H", "H"], "xyz": [[0.197, -0.035, -0.424], [-7.040, -2.602, -2.737], [-6.178, -2.595, -4.322], [-4.507, -2.192, -3.759], [-4.350, -0.778, -3.212], [-2.902, -0.492, -2.830], [-2.485, -1.329, -1.670], [-2.602, -0.528, -0.072], [-3.631, -1.723, 0.840], [-3.450, -1.849, 2.213], [-4.248, -2.721, 2.947], [-5.223, -3.475, 2.311], [-5.405, -3.356, 0.936], [-4.614, -2.482, 0.209], [-3.806, 0.845, -0.316], [-5.168, 0.775, -0.028], [-5.994, 1.871, -0.242], [-5.471, 3.056, -0.741], [-4.110, 3.153, -0.996], [-3.287, 2.059, -0.770], [-0.797, -1.861, -1.775], [-0.758, -2.587, -3.451], [-0.280, -1.799, -4.499], [-0.273, -2.277, -5.800], [-0.727, -3.563, -6.063], [-1.171, -4.367, -5.022], [-1.183, -3.884, -3.720], [-0.762, -3.330, -0.698], [-1.880, -4.113, -0.432], [-1.796, -5.179, 0.452], [-0.584, -5.486, 1.054], [0.547, -4.731, 0.767], [0.454, -3.647, -0.092], [-8.058, -2.936, -2.931], [-7.076, -1.610, -2.288], [-6.568, -3.304, -2.048], [-3.874, -2.327, -4.640], [-4.197, -2.935, -3.020], [-4.991, -0.630, -2.341], [-4.666, -0.062, -3.974], [-2.759, 0.572, -2.640], [-2.281, -0.735, -3.688], [-2.663, -1.286, 2.703], [-4.096, -2.819, 4.014], [-5.840, -4.158, 2.881], [-6.165, -3.944, 0.436], [-4.747, -2.388, -0.862], [-5.596, -0.138, 0.364], [-7.050, 1.797, -0.017], [-6.121, 3.902, -0.925], [-3.688, 4.080, -1.362], [-2.221, 2.145, -0.952], [0.100, -0.806, -4.288], [0.092, -1.652, -6.604], [-0.721, -3.944, -7.076], [-1.505, -5.377, -5.221], [-1.521, -4.527, -2.918], [-2.820, -3.884, -0.915], [-2.683, -5.758, 0.680], [-0.519, -6.315, 1.747], [1.494, -4.964, 1.236], [1.330, -3.034, -0.278], [0.163, -1.005, 2.009], [-0.213, 0.680, 2.132], [-0.765, 1.316, 3.262], [-1.086, 2.649, 3.196], [-0.833, 3.376, 2.025], [-0.285, 2.704, 0.963], [-0.014, 1.395, 1.005], [-0.923, 0.733, 4.159], [-1.528, 3.143, 4.054], [-1.061, 4.430, 1.950], [-0.037, 3.205, 0.034], [1.993, 3.930, 5.070], [3.128, 4.876, 4.693], [2.760, 5.835, 3.561], [2.576, 5.163, 2.201], [3.816, 4.588, 1.708], [4.112, 3.264, 1.630], [3.003, 2.036, 1.929], [5.408, 3.041, 1.301], [5.980, 1.749, 0.953], [7.250, 1.431, 1.749], [6.994, 0.679, 3.053], [6.182, 1.479, 4.070], [2.258, 3.332, 5.944], [1.768, 3.239, 4.258], [1.085, 4.491, 5.312], [4.007, 4.291, 4.402], [3.417, 5.463, 5.568], [3.536, 6.603, 3.465], [1.830, 6.354, 3.814], [2.221, 5.896, 1.472], [1.846, 4.357, 2.250], [4.590, 5.231, 1.644], [5.955, 3.849, 1.048], [6.185, 1.722, -0.120], [5.203, 1.015, 1.160], [7.778, 2.366, 1.973], [7.910, 0.838, 1.111], [7.956, 0.402, 3.492], [6.469, -0.252, 2.821], [6.647, 2.450, 4.260], [6.118, 0.947, 5.020], [5.162, 1.651, 3.719], [2.806, -1.843, -3.127], [3.161, -0.315, -1.951], [3.816, -1.120, -0.281], [4.640, 0.634, -2.818], [1.642, 0.860, -1.648], [3.702, -2.468, -3.173], [2.559, -1.528, -4.143], [1.988, -2.467, -2.761], [4.782, -0.702, 0.002], [3.950, -2.197, -0.418], [3.118, -0.955, 0.542], [5.538, 0.011, -2.841], [4.872, 1.559, -2.284], [4.372, 0.894, -3.844], [2.059, 1.706, -1.082], [1.325, 1.252, -2.623]], "forces_ev_per_angstrom": [[0.29, -0.22, 0.14], [0.00, -0.03, -0.04], [0.01, 0.02, 0.05], [-0.09, 0.05, -0.05], [0.08, -0.05, -0.04], [-0.27, -0.36, 0.06], [0.45, 0.41, 0.06], [-0.31, -0.15, -0.49], [-0.01, 0.05, 0.08], [0.01, -0.03, 0.03], [0.04, 0.02, -0.05], [0.02, 0.02, -0.02], [0.02, 0.02, 0.01], [-0.07, 0.00, 0.02], [0.11, -0.01, 0.01], [-0.05, -0.02, 0.02], [0.04, 0.00, 0.01], [0.00, -0.02, 0.00], [0.02, -0.06, 0.01], [0.03, 0.04, -0.01], [-0.70, -0.43, -0.02], [0.29, 0.15, -0.03], [0.04, 0.04, 0.02], [-0.03, -0.03, 0.01], [0.01, 0.02, 0.02], [0.00, 0.01, 0.03], [-0.06, -0.02, -0.05], [0.02, 0.04, -0.01], [-0.03, -0.10, -0.05], [0.01, 0.06, -0.01], [0.02, -0.01, -0.03], [-0.04, 0.03, 0.00], [0.01, 0.02, -0.02], [0.00, 0.01, 0.02], [0.00, -0.01, 0.01], [-0.02, 0.00, -0.01], [0.03, -0.02, 0.04], [0.05, 0.01, -0.02], [-0.03, 0.03, -0.02], [-0.02, 0.01, 0.02], [0.01, 0.02, 0.01], [0.04, -0.01, -0.01], [0.00, -0.02, -0.02], [0.00, 0.00, 0.00], [0.01, 0.00, 0.00], [0.00, 0.00, 0.00], [0.01, -0.02, 0.02], [0.01, 0.00, -0.01], [0.01, -0.01, -0.01], [0.01, 0.00, 0.03], [0.01, -0.01, 0.00], [0.01, 0.00, -0.01], [-0.03, 0.00, 0.01], [0.01, -0.01, 0.01], [0.00, 0.00, 0.00], [-0.01, 0.00, 0.00], [0.00, 0.01, 0.01], [0.01, 0.04, 0.04], [0.02, -0.02, -0.02], [0.00, 0.01, 0.01], [-0.01, 0.00, 0.00], [-0.02, 0.01, 0.02], [0.08, 0.17, -0.06], [-0.05, -0.03, 0.04], [0.10, -0.11, -0.03], [0.01, 0.09, -0.02], [-0.04, 0.03, 0.12], [0.07, -0.03, -0.06], [-0.07, 0.35, 0.21], [-0.02, 0.01, 0.00], [0.03, -0.01, 0.00], [0.02, -0.01, 0.02], [-0.03, -0.02, -0.02], [-0.01, 0.03, 0.04], [-0.07, -0.02, -0.05], [0.01, -0.07, -0.01], [0.05, -0.04, 0.11], [-0.13, -0.02, 0.06], [-0.02, -0.02, 0.08], [0.25, 0.30, -0.10], [-0.05, -0.13, -0.10], [-0.02, 0.02, 0.20], [-0.07, 0.01, -0.02], [-0.06, 0.09, 0.03], [-0.01, -0.01, -0.01], [-0.01, 0.01, -0.02], [-0.03, -0.01, -0.03], [0.02, -0.02, 0.00], [0.01, 0.01, 0.03], [0.03, 0.01, -0.01], [-0.04, 0.04, 0.02], [0.03, 0.03, -0.01], [-0.02, 0.00, -0.01], [0.00, -0.03, -0.01], [0.01, 0.00, -0.04], [0.04, -0.02, 0.00], [-0.02, 0.04, -0.02], [0.05, -0.02, -0.05], [0.05, -0.03, -0.08], [0.02, -0.01, 0.03], [0.00, -0.03, -0.01], [0.03, -0.02, 0.03], [0.00, -0.01, 0.01], [0.00, 0.00, -0.01], [0.04, 0.00, 0.01], [-0.10, -0.11, -0.13], [-0.08, 0.00, 0.11], [-0.01, -0.08, 0.07], [0.20, 0.11, 0.00], [-0.06, 0.02, -0.09], [0.00, 0.04, -0.01], [0.01, -0.03, 0.02], [0.04, -0.01, -0.01], [-0.01, -0.02, 0.01], [-0.01, 0.03, 0.02], [0.04, 0.01, 0.03], [-0.02, 0.04, -0.03], [-0.01, -0.03, -0.02], [0.02, 0.00, 0.02], [-0.08, 0.03, -0.02], [-0.04, -0.01, 0.01]], "homo_energy_ev": [-6.912, -7.261], "de_lowest_kcal_mol": 26.1, "max_force_ev_per_a": 0.8, "spin_multiplicity": 5, "charge": 0, "e_tot_ha": -7008.96738}

# 2
{"formula": "C13H38BrO11", "method": "ωB97M-V/def2-TZVPD", "elements": ["Br", "C", "C", "C", "O", "H", "H", "H", "H", "H", "H", "H", "H", "C", "C", "O", "O", "H", "H", "H", "H", "H", "H", "C", "C", "O", "O", "H", "H", "H", "H", "H", "H", "C", "C", "O", "O", "H", "H", "H", "H", "H", "H", "C", "C", "O", "O", "H", "H", "H", "H", "H", "H", "C", "C", "O", "O", "H", "H", "H", "H", "H", "H"], "xyz": [[-0.061, 0.278, -0.349], [5.181, -3.973, 4.942], [4.770, -3.158, 3.710], [4.912, -3.957, 2.376], [3.386, -2.767, 3.831], [6.244, -4.214, 4.922], [4.585, -4.882, 4.856], [5.021, -3.543, 5.931], [5.370, -2.249, 3.673], [5.357, -3.313, 1.618], [3.943, -4.334, 2.051], [5.617, -4.775, 2.526], [3.101, -2.193, 3.117], [-0.497, 1.534, -6.638], [1.021, 1.282, -6.975], [1.168, 0.196, -7.910], [-1.259, 0.414, -6.232], [-1.000, 1.953, -7.509], [-0.631, 2.331, -5.907], [1.583, 1.084, -6.062], [1.495, 2.141, -7.449], [0.656, -0.554, -7.598], [-1.035, 0.279, -5.308], [4.646, 6.226, 0.105], [5.071, 5.036, 1.037], [4.919, 3.859, 0.260], [5.670, 6.589, -0.858], [4.441, 7.040, 0.800], [3.787, 6.007, -0.530], [4.455, 4.978, 1.934], [6.089, 5.022, 1.426], [3.980, 3.674, 0.188], [6.385, 7.007, -0.372], [-3.260, 5.365, 0.412], [-2.273, 5.529, 1.587], [-2.286, 4.370, 2.443], [-2.669, 5.042, -0.776], [-3.826, 6.278, 0.227], [-4.057, 4.693, 0.730], [-2.656, 6.359, 2.180], [-1.250, 5.833, 1.365], [-1.703, 3.795, 1.941], [-2.131, 4.250, -0.709], [-2.321, -6.131, -2.977], [-1.052, -6.145, -2.135], [-1.176, -5.479, -0.916], [-3.193, -7.087, -2.463], [-2.089, -6.310, -4.027], [-2.844, -5.192, -2.795], [-0.273, -5.738, -2.780], [-0.788, -7.176, -1.902], [-0.838, -4.587, -1.018], [-3.616, -7.399, -3.266], [-5.875, -0.883, 3.197], [-7.220, -1.363, 3.779], [-7.031, -2.572, 4.530], [-5.327, -1.834, 2.283], [-5.120, -0.747, 3.972], [-5.993, 0.061, 2.667], [-7.990, -1.484, 3.018], [-7.602, -0.645, 4.506], [-7.348, -2.429, 5.425], [-4.566, -1.393, 1.896]], "forces_ev_per_angstrom": [[-0.05, 0.14, -0.02], [-0.49, -0.29, -0.54], [-0.67, 0.34, -0.51], [0.80, 0.45, 0.87], [0.32, -0.36, 0.99], [0.00, -0.14, -0.36], [0.18, -0.30, 0.39], [-0.40, 0.43, -0.29], [0.18, 0.09, -0.13], [-0.26, -0.02, -0.18], [0.12, 0.00, 0.08], [-0.08, -0.22, -0.12], [0.27, 0.03, -0.23], [0.44, 1.02, -0.67], [-1.19, -0.86, 0.01], [0.12, 0.65, 0.21], [0.72, -0.21, -0.12], [0.11, -0.35, -0.37], [0.51, 0.08, 0.34], [0.00, -0.18, 0.18], [-0.35, 0.14, 0.00], [-0.19, 0.00, 0.22], [-0.15, -0.30, 0.28], [1.78, -0.01, 0.86], [-1.08, -0.24, -1.59], [0.41, -0.53, 0.36], [-0.60, -0.16, 0.68], [-0.26, 0.56, -0.32], [-0.10, -0.27, 0.51], [-0.41, 0.25, 0.04], [0.23, 0.54, -0.49], [-0.09, -0.16, -0.07], [0.10, -0.01, 0.00], [-0.06, 0.80, 1.25], [-1.49, 0.44, 0.99], [0.55, 0.65, -0.87], [0.57, -0.42, -1.72], [0.35, 0.44, 0.02], [0.16, -0.62, 0.14], [-0.10, -0.04, 0.33], [0.02, -0.26, -0.68], [0.07, -0.89, 0.45], [-0.02, -0.27, 0.06], [0.58, 0.87, 1.30], [0.10, -0.18, -0.94], [0.05, 0.32, 0.36], [-0.88, -1.45, -0.61], [0.02, 0.13, -0.11], [0.46, 0.63, -0.60], [0.41, 0.21, 0.20], [-0.06, -0.15, -0.16], [-0.09, 0.18, 0.14], [-0.60, -0.51, 0.44], [-0.06, -0.44, -0.19], [0.89, -0.03, 0.70], [-0.07, -0.15, -0.39], [-0.60, 0.03, 0.10], [-0.31, 0.18, 0.50], [-0.34, 0.27, 0.14], [0.18, -0.25, -0.22], [0.12, 0.60, -0.33], [0.04, 0.00, -0.12], [0.20, -0.20, -0.20]], "homo_energy_ev": -4.284, "de_lowest_kcal_mol": 72.8, "max_force_ev_per_a": 2.0, "charge": -1, "e_tot_ha": -3919.69519}